1.
75
Properties=species:S:1:pos:R:3:forces:R:3 method="wB97M-V/def2-TZVPD" charge=+1 homo_ev="-8.442 / -10.984" total_energy_ev=-144071.8223 lumo_ev="-4.4 / -5.2" multiplicity=6
O 0.768 4.659 -2.230 0.5 0.5 -0.4
H 1.000 5.526 -2.602 -0.2 -0.5 0.3
Fe 0.472 1.412 -0.669 0.5 -1.2 2.4
N 1.119 0.275 -2.038 1.2 -1.7 -1.4
N -0.639 1.982 -2.022 -2.0 1.8 -0.3
N 1.840 0.920 0.475 0.6 0.9 1.3
N 0.489 2.911 0.446 0.2 0.7 1.4
O 2.220 -0.441 -2.039 -1.7 0.6 -0.1
O 2.468 -0.269 0.400 0.4 -0.9 -1.5
O -0.444 3.909 0.419 -0.5 0.0 -0.9
O -1.519 2.894 -1.785 1.0 -1.5 -1.3
C -0.675 1.194 -3.140 0.0 -0.5 0.4
C 0.273 0.135 -3.088 -0.3 1.0 0.2
C 2.127 1.716 1.529 -0.6 -0.1 -1.0
C 1.372 2.926 1.474 -0.8 -0.7 -0.8
C 0.389 -1.014 -4.010 0.2 0.0 -0.7
H -0.115 -1.902 -3.611 0.0 0.2 0.2
H 1.438 -1.288 -4.153 -0.2 0.1 0.0
H -0.066 -0.779 -4.975 0.2 -0.1 0.1
C -1.681 1.415 -4.196 -0.3 -0.3 -0.6
H -1.497 2.339 -4.764 0.0 -0.1 0.4
H -2.690 1.476 -3.768 0.2 0.1 -0.1
H -1.651 0.590 -4.916 -0.1 0.2 0.2
C 3.072 1.304 2.592 0.4 0.1 0.1
C 1.442 4.021 2.470 0.2 0.2 0.2
H 3.816 0.602 2.198 -0.2 0.2 0.1
H 2.541 0.798 3.410 0.1 0.1 -0.2
H 3.591 2.179 3.001 -0.2 -0.2 0.0
H 0.841 4.880 2.149 0.2 -0.3 0.1
H 2.493 4.327 2.602 -0.4 0.0 0.0
H 1.075 3.661 3.446 0.1 0.2 -0.3
H 2.470 -0.424 -0.690 0.4 0.0 1.9
H -0.938 3.737 -0.452 0.6 0.3 1.1
C 1.875 3.774 -2.419 -0.2 0.3 0.0
H 1.523 2.936 -3.027 0.3 0.0 -0.1
H 2.191 3.411 -1.434 0.2 0.0 -0.1
H 2.732 4.255 -2.912 -0.3 -0.2 0.1
O 4.859 0.929 -3.025 -0.8 0.1 0.6
H 4.900 1.814 -2.625 0.1 -0.4 -0.2
H 4.065 0.520 -2.614 0.7 0.3 -0.4
O -1.026 0.245 0.208 0.5 0.0 -0.3
As -1.110 -1.316 0.885 -0.2 1.6 -0.3
C -2.928 -1.416 1.532 0.0 -0.2 0.1
C -3.259 -2.246 2.612 -0.2 0.2 -0.2
C -4.575 -2.249 3.088 0.2 0.0 -0.2
C -5.549 -1.457 2.473 0.3 0.0 -0.1
C -5.212 -0.650 1.385 0.3 0.0 0.0
C -3.894 -0.613 0.919 -0.1 -0.2 0.1
C -0.827 -2.549 -0.579 0.1 -0.4 0.4
C 0.447 -3.034 -0.887 0.0 -0.4 0.0
C 0.581 -4.064 -1.826 0.0 0.2 0.0
C -0.540 -4.547 -2.507 0.0 0.0 0.2
C -1.804 -4.013 -2.238 0.0 0.2 0.1
C -1.955 -3.021 -1.261 0.2 -0.2 0.0
C 0.086 -1.343 2.409 0.0 -0.9 0.1
C -0.127 -0.416 3.434 -0.1 0.2 0.1
C 0.664 -0.463 4.589 -0.1 -0.2 -0.2
C 1.657 -1.444 4.722 -0.2 0.0 -0.3
C 1.844 -2.384 3.702 -0.1 0.0 -0.1
C 1.049 -2.347 2.551 0.0 0.2 0.2
H -2.492 -2.873 3.070 -0.3 0.2 0.0
H -4.839 -2.888 3.927 0.0 0.1 -0.1
H -6.574 -1.474 2.836 0.2 0.0 0.0
H -5.965 -0.045 0.884 0.1 -0.1 0.2
H -3.608 0.028 0.085 -0.1 -0.1 0.2
H 1.324 -2.662 -0.359 -0.2 -0.1 -0.2
H 1.571 -4.492 -2.012 -0.4 0.2 0.0
H -0.436 -5.367 -3.225 0.0 0.4 0.3
H -2.687 -4.389 -2.760 0.3 0.1 0.2
H -2.942 -2.635 -1.002 0.2 -0.2 -0.1
H -0.929 0.324 3.344 0.3 -0.2 0.0
H 0.487 0.252 5.397 0.1 -0.2 -0.3
H 2.270 -1.489 5.627 -0.2 0.0 -0.3
H 2.604 -3.164 3.801 -0.3 0.3 0.0
H 1.147 -3.107 1.773 0.2 0.2 0.3

2.
74
Properties=species:S:1:pos:R:3:forces:R:3 method="wB97M-V/def2-TZVPD" charge=+2 homo_ev="-13.379 / -13.375" total_energy_ev=-66761.5050 lumo_ev="-6.5 / -9.2" multiplicity=4
Re 0.095 1.176 -2.717 -0.5 -4.2 2.8
C -1.760 1.438 -6.150 -0.9 -0.4 -0.9
C -1.492 0.129 -6.031 -1.5 -0.2 -1.2
C -0.556 -0.602 -6.954 0.3 0.1 0.0
C 0.823 0.097 -7.064 -0.2 -0.3 -1.0
C 1.327 0.727 -5.812 0.8 0.5 0.6
C 1.047 1.956 -5.300 0.4 0.6 -0.7
C 0.190 3.007 -5.998 -0.5 -0.1 0.0
C -0.940 2.446 -6.885 0.0 0.2 -0.5
C 0.745 0.822 -0.757 0.1 1.0 0.7
H -2.765 1.818 -5.914 0.6 -0.4 0.3
H -2.237 -0.513 -5.526 0.4 0.6 -0.4
H -0.984 -0.657 -7.978 0.0 0.2 0.6
H -0.472 -1.656 -6.667 0.2 0.2 0.1
H 1.541 -0.646 -7.428 0.1 0.1 0.2
H 0.756 0.832 -7.876 0.2 -0.2 0.4
H 2.138 0.137 -5.362 -0.4 0.7 -0.1
H 1.727 2.425 -4.553 -0.3 -0.7 -0.3
H 0.824 3.658 -6.633 -0.1 -0.2 0.5
H -0.293 3.634 -5.223 0.4 0.0 -0.3
H -1.598 3.263 -7.218 0.3 -0.1 0.2
H -0.549 2.012 -7.814 -0.1 0.3 0.3
H -0.035 1.405 -0.259 0.2 0.2 0.3
H 1.714 1.314 -0.637 -0.2 0.1 0.5
H 0.771 -0.141 -0.257 0.0 -0.3 -0.3
P 1.548 -0.509 -3.011 2.3 0.7 0.3
P -1.386 -0.591 -2.658 -2.1 1.4 -1.2
N 3.250 0.351 -3.319 -1.6 -1.4 0.4
N 2.467 -1.687 -1.754 -0.6 0.1 -0.2
N -2.877 0.520 -3.469 0.4 -0.3 -0.2
N -2.707 -1.492 -1.774 1.2 0.8 0.1
C 0.773 -1.819 -4.029 0.7 -0.7 -0.7
C -0.752 -1.949 -3.770 -0.2 -0.4 0.5
C 3.308 1.666 -2.875 0.4 0.6 -0.7
C 4.365 2.306 -3.519 -0.8 -0.8 0.5
C 4.998 1.334 -4.359 -1.0 -0.9 0.5
C 4.300 0.128 -4.191 0.5 0.8 -0.2
C 3.370 -1.132 -0.844 -0.8 0.0 -0.9
C 4.309 -2.088 -0.460 0.1 -2.3 -0.7
C 3.930 -3.312 -1.089 1.5 1.6 1.4
C 2.779 -3.045 -1.838 -0.8 1.6 -0.6
C -2.492 1.800 -3.759 0.5 -0.7 0.9
C -3.610 2.646 -3.882 -1.8 -0.7 -0.7
C -4.709 1.760 -4.029 0.7 1.7 0.3
C -4.260 0.488 -3.641 1.0 0.0 0.1
C -3.672 -2.295 -2.369 -0.5 -0.9 0.2
C -4.420 -2.953 -1.388 1.3 1.0 -0.4
C -3.900 -2.509 -0.120 0.7 0.7 -0.6
C -2.875 -1.601 -0.393 -0.7 -0.7 0.1
H 1.293 -2.759 -3.829 -0.4 0.0 -0.4
H 0.939 -1.560 -5.081 0.1 -0.2 0.3
H -1.333 -1.925 -4.701 0.4 0.0 0.2
H -0.972 -2.941 -3.350 0.0 0.4 0.2
H 2.580 2.032 -2.152 0.5 0.1 -0.4
H 4.625 3.350 -3.380 0.1 -0.3 0.0
H 5.836 1.507 -5.018 0.0 -0.1 0.1
H 4.474 -0.878 -4.564 0.0 0.4 -0.2
H 3.270 -0.099 -0.521 0.1 -0.3 -0.2
H 5.184 -1.904 0.155 -0.3 -0.1 0.0
H 4.472 -4.253 -1.052 -0.3 0.2 0.1
H 2.194 -3.746 -2.432 0.2 0.3 0.2
H -1.446 2.098 -3.929 -1.2 0.0 0.2
H -3.571 3.731 -3.885 -0.1 -0.3 -0.4
H -5.708 2.019 -4.388 0.3 -0.1 0.6
H -4.868 -0.380 -3.420 0.3 0.0 -0.1
H -3.775 -2.322 -3.447 0.1 -0.2 0.1
H -5.223 -3.664 -1.570 0.2 0.3 0.1
H -4.234 -2.816 0.876 0.2 0.3 -0.5
H -2.289 -0.984 0.263 0.1 -0.1 0.1
F -0.812 2.727 -1.984 -0.1 1.0 -0.3
B -0.644 -0.342 2.664 -0.2 0.2 0.3
F 0.398 0.038 3.425 -1.3 -0.4 -1.0
F -1.730 0.448 2.503 1.5 -1.0 0.2
F -0.610 -1.532 2.024 0.1 1.3 0.6

3.
70
Properties=species:S:1:pos:R:3:forces:R:3 method="wB97M-V/def2-TZVPD" homo_ev=-8.481 total_energy_ev=-66028.8614 lumo_ev=0.4 multiplicity=1
Be -2.422 1.615 -0.859 -0.4 1.2 -1.2
C 2.796 -1.686 3.398 0.1 0.7 0.1
C 3.166 -0.771 2.499 0.7 -0.3 0.6
C 4.065 -1.100 1.334 0.0 0.1 -0.3
C 3.778 -2.449 0.620 0.4 0.2 0.0
C 2.319 -2.776 0.448 -0.2 -0.3 -0.1
C 1.625 -3.497 1.333 0.4 -0.3 -0.4
C 2.262 -4.065 2.583 -0.2 0.0 0.4
C 3.203 -3.120 3.387 -0.1 -0.6 0.1
C -3.970 1.752 -0.248 -0.2 -0.3 0.2
H 2.212 -1.404 4.278 0.2 0.1 -0.3
H 3.024 0.298 2.692 -0.3 -0.5 0.0
H 5.108 -1.111 1.705 -0.3 0.1 -0.3
H 4.010 -0.297 0.577 0.0 -0.2 0.3
H 4.229 -2.381 -0.376 0.0 -0.1 0.1
H 4.313 -3.247 1.153 -0.3 0.1 -0.4
H 1.890 -2.462 -0.513 -0.1 -0.1 0.5
H 0.612 -3.855 1.122 0.2 0.5 0.0
H 2.835 -4.968 2.319 -0.2 0.1 0.1
H 1.477 -4.390 3.280 0.1 0.0 -0.3
H 3.171 -3.463 4.427 0.1 0.0 -0.1
H 4.240 -3.259 3.056 -0.2 0.2 0.1
H -3.996 2.449 0.595 -0.4 -0.1 -0.1
H -4.380 0.777 0.032 -0.5 0.4 0.2
H -4.480 2.174 -1.131 -0.3 -0.2 0.6
P -1.578 -0.038 -1.902 -0.4 0.2 -0.8
P -0.675 2.317 0.072 -0.3 0.5 0.8
N -2.132 -1.608 -1.560 0.3 -0.6 0.1
N -1.650 -0.040 -3.664 0.1 0.2 0.3
N -0.546 1.635 1.616 0.3 -0.8 0.5
N -0.181 3.928 0.419 0.2 0.5 -0.5
C 0.199 0.113 -1.438 0.4 -0.2 -0.3
C 0.611 1.533 -0.938 0.4 0.1 -0.2
C -3.153 -1.907 -0.639 0.4 -0.6 -0.3
C -3.290 -3.279 -0.586 0.6 0.9 -0.5
C -2.332 -3.846 -1.497 0.4 0.9 -0.2
C -1.623 -2.807 -2.075 -0.9 -0.3 0.8
C -2.847 -0.124 -4.393 1.0 0.3 -0.6
C -2.561 0.127 -5.727 0.0 -0.3 1.0
C -1.162 0.401 -5.833 0.0 -0.3 1.3
C -0.634 0.321 -4.555 -0.4 -0.1 -0.3
C -1.622 1.386 2.480 0.8 -0.3 0.2
C -1.122 0.720 3.583 -0.1 0.4 -0.6
C 0.283 0.544 3.388 0.2 0.5 -0.7
C 0.617 1.123 2.179 -0.9 -0.2 0.7
C 1.033 4.317 1.008 -0.4 1.0 -0.4
C 1.118 5.702 0.963 -0.6 -1.3 -0.3
C -0.079 6.188 0.328 -0.2 -1.3 0.0
C -0.853 5.084 0.002 0.9 0.4 0.3
H 0.814 -0.160 -2.307 0.1 -0.1 0.4
H 0.358 -0.649 -0.652 -0.1 0.3 -0.2
H 1.561 1.519 -0.391 -0.1 -0.2 -0.3
H 0.746 2.224 -1.786 -0.1 -0.2 0.2
H -3.669 -1.102 -0.130 0.1 -0.2 -0.1
H -3.988 -3.824 0.022 -0.1 0.0 0.0
H -2.193 -4.896 -1.701 0.0 0.0 0.0
H -0.820 -2.788 -2.796 -0.1 -0.1 0.0
H -3.773 -0.324 -3.886 -0.1 -0.1 0.0
H -3.269 0.090 -6.546 0.1 0.0 0.2
H -0.611 0.594 -6.736 0.1 0.1 0.0
H 0.373 0.497 -4.190 -0.3 -0.1 -0.3
H -2.616 1.715 2.209 0.2 -0.1 0.1
H -1.690 0.395 4.447 0.1 0.1 -0.2
H 0.985 0.040 4.038 -0.3 0.2 -0.1
H 1.549 1.216 1.647 -0.1 -0.1 0.2
H 1.711 3.572 1.390 0.0 0.1 0.1
H 1.946 6.293 1.322 -0.1 0.0 0.1
H -0.326 7.220 0.141 -0.1 -0.1 0.0
H -1.798 4.987 -0.509 0.0 0.1 0.0
Cl -2.197 2.828 -2.527 0.4 0.2 -0.1